Entry 1:
This record from the OMol25 dataset describes a single C13H12N4OS molecule. The level of theory is the ωB97M-V functional and the def2-TZVPD basis.

## Properties
- charge = 0
- Kohn-Sham gap (eV) = 9.51
- relative energy (zero: lowest compared OMol25 entry of this formula, charge and spin) (eV) = 1.881
- HOMO energy (eV) = -8.93
- LUMO (eV) = 0.58

Geometry (Å):
O: 0.88266 2.64175 -4.72958
N: -0.11674 1.92564 0.56500
N: -0.20727 -0.65541 -1.01905
S: 0.06251 0.59391 -3.29541
C: 0.49932 2.26717 -3.64405
C: 0.14944 3.17176 0.84100
C: 0.37216 3.91100 -0.39188
C: 0.29268 2.98853 -1.36051
C: -0.05557 0.55563 -1.54456
C: -0.48017 -5.20952 0.99862
C: 0.58378 -4.49426 1.56543
C: -1.49444 -4.55589 0.28266
C: 0.70402 -3.12622 1.30930
C: -1.44895 -3.15527 0.15196
C: -0.33275 -2.44841 0.61039
N: 0.45474 3.26461 -2.68963
N: -0.00281 1.76714 -0.78872
C: 0.29980 3.69532 2.22758
C: -0.20398 -0.93948 0.43245
H: 0.56858 4.95417 -0.42824
H: -0.50408 -6.30772 1.12291
H: 1.37882 -4.99775 2.11720
H: -2.25187 -5.20317 -0.17979
H: 1.56666 -2.56988 1.68067
H: -2.24199 -2.65247 -0.39313
H: 0.80823 4.16746 -3.00317
H: -0.48024 4.44950 2.43497
H: 1.31822 4.13796 2.34754
H: 0.20129 2.86591 2.88639
H: 0.71084 -0.61814 0.94302
H: -1.03292 -0.42386 0.95063

Entry 2:
This record from the OMol25 dataset describes a single C13H12N6O2S molecule. The level of theory is the ωB97M-V functional and the def2-TZVPD basis.

## Properties
- charge = 0
- Kohn-Sham gap (eV) = 6.58
- relative energy (zero: lowest compared OMol25 entry of this formula, charge and spin) (eV) = 1.380
- HOMO energy (eV) = -8.13
- LUMO (eV) = -1.54

Geometry (Å):
N: -0.71226 -1.76981 3.20189
O: 1.46757 4.04665 3.20469
C: -0.13632 -0.98887 2.56295
N: -0.38421 -0.52364 -0.31631
N: -0.56050 -0.17461 -1.59663
N: -2.22355 -1.03196 -2.83544
O: 2.55097 4.10053 1.15024
S: 0.88371 1.84827 0.11618
C: 1.90378 3.52624 2.12747
C: 0.21442 0.36245 0.53639
C: 0.42275 0.13555 1.89420
C: 1.38208 2.21823 1.77106
C: 1.06493 1.18227 2.60116
C: -1.06065 -1.23670 -2.22232
C: -2.82554 -2.13648 -3.20923
C: -0.39746 -2.43761 -2.25575
C: -2.26408 -3.42806 -3.16546
C: -1.00274 -3.53159 -2.68842
N: -3.97601 -1.88018 -3.87210
N: -0.44456 -4.72069 -2.53489
C: 3.06399 5.41687 1.47226
C: 1.23737 1.09198 4.03270
H: 0.49310 -2.49595 -1.69322
H: -2.86780 -4.31141 -3.48158
H: -4.74932 -2.56830 -3.80945
H: -4.03881 -0.87932 -4.07199
H: -0.81094 -5.60256 -2.85669
H: 0.37852 -4.78845 -1.96326
H: 4.21857 5.44095 1.65201
H: 2.72896 6.02496 0.69814
H: 2.53830 5.95845 2.26636
H: 0.24705 1.12921 4.56696
H: 1.97217 1.83249 4.40285
H: 1.68651 0.19110 4.31522

Entry 3:
This record from the OMol25 dataset describes 2 unconnected molecules or ions with the total composition C13H12OS. The level of theory is the ωB97M-V functional and the def2-TZVPD basis.

## Properties
- charge = 0
- Kohn-Sham gap (spin up / spin down) (eV) = 6.86 / 5.79
- relative energy (zero: lowest compared OMol25 entry of this formula, charge and spin) (eV) = 1.462
- HOMO energy (spin up / spin down) (eV) = -7.93 / -7.28
- LUMO (spin up / spin down) (eV) = -1.07 / -1.49

Geometry (Å):
C: 0.78925 1.99946 -0.54500
C: 2.16028 -1.50830 0.02670
C: -0.01212 1.29094 -1.50486
C: 0.35137 2.11548 0.79802
C: 1.75343 -1.32484 1.34360
C: 1.25006 -1.79534 -0.97454
C: -1.15195 0.68538 -1.01528
C: -0.79764 1.50751 1.21184
C: 0.42514 -1.41190 1.62231
C: -0.10967 -1.84250 -0.72836
C: -1.66387 0.82604 0.27588
C: -0.55910 -1.76504 0.61651
C: -2.85265 0.30891 0.68726
O: -1.79604 -1.83085 0.97227
S: -4.03771 -0.36058 -0.50966
H: 1.71603 2.49389 -0.75303
H: 3.22568 -1.59537 -0.04732
H: 0.18109 1.11680 -2.55682
H: 1.04851 2.74349 1.39352
H: 2.53689 -1.19481 1.99960
H: 1.50576 -1.83045 -2.00424
H: -1.72984 0.30895 -1.91584
H: -1.32698 1.72315 2.14037
H: 0.10822 -1.29372 2.61692
H: -0.74215 -2.16769 -1.52188
H: -3.27619 0.33389 1.64059
H: -3.14505 -1.05008 -1.27860

Entry 4:
This record from the OMol25 dataset describes a gas-phase ion, C13H13BrNO2 (charge +1). The level of theory is the ωB97M-V functional and the def2-TZVPD basis.

## Properties
- charge = +1
- Kohn-Sham gap (eV) = 8.23
- relative energy (zero: lowest compared OMol25 entry of this formula, charge and spin) (eV) = 0.000
- HOMO energy (eV) = -11.32
- LUMO (eV) = -3.08

Geometry (Å):
Br: 2.89550 0.17870 3.62195
O: 2.02785 -2.18651 1.57673
O: -1.37431 2.02623 1.37954
C: -0.99686 2.89132 2.35663
C: 1.64446 -3.00187 0.60256
C: 0.02050 2.35205 3.05127
C: 0.67338 -2.34839 -0.16183
C: 1.40805 0.05430 2.50039
C: 1.34930 -1.01890 1.63313
C: -0.51594 0.96753 1.41620
C: 0.45550 1.10588 2.39084
C: 0.40121 -1.11617 0.58795
C: -0.51028 -0.07596 0.51637
C: -1.15087 -0.40826 -3.23909
C: -1.50265 -0.08169 -0.67559
C: -0.83262 0.43043 -2.05544
N: 0.60406 0.39153 -1.83784
H: -1.49825 3.83038 2.58343
H: 2.17514 -3.98794 0.43241
H: 0.61243 2.67981 3.93333
H: 0.19880 -2.60662 -1.03584
H: -0.56052 -1.32153 -3.18596
H: -2.20972 -0.69727 -3.25935
H: -0.96398 0.17848 -4.11778
H: -2.39083 0.36080 -0.51732
H: -1.68427 -1.13351 -0.95406
H: -1.15670 1.43973 -2.27336
H: 0.88350 -0.46435 -1.36441
H: 1.08509 0.40218 -2.74963
H: 0.91303 1.15961 -1.15525

Entry 5:
This record from the OMol25 dataset describes a molecular structure, C13H13BrNO5PdS. The level of theory is the ωB97M-V functional and the def2-TZVPD basis.

## Properties
- charge = -1
- Kohn-Sham gap (eV) = 7.63
- relative energy (zero: lowest compared OMol25 entry of this formula, charge and spin) (eV) = 0.508
- HOMO energy (eV) = -5.26
- LUMO (eV) = 2.37

Geometry (Å):
Pd: 0.40443 -0.32111 1.32795
O: 0.04448 2.48744 -1.84362
C: -0.26160 1.68719 -0.95842
O: 0.48608 1.37830 0.03028
C: -1.67021 1.07830 -1.01704
C: -2.46146 1.32645 0.27831
C: -3.95681 1.06340 0.03372
C: -4.00444 -0.48732 0.04977
C: -2.51623 -0.81576 0.19921
O: -2.08394 0.21459 1.10312
C: -1.78035 -0.47922 -1.11712
C: -0.47881 -1.25163 -1.32748
O: -0.25443 -1.75821 -2.41852
O: 0.32893 -1.41014 -0.32308
H: -2.15162 1.55260 -1.87013
H: -2.22314 2.25413 0.79248
H: -4.28521 1.48726 -0.91579
H: -4.56532 1.49165 0.82973
H: -4.44286 -0.91770 -0.85072
H: -4.55603 -0.85313 0.91571
H: -2.27301 -1.78867 0.62001
H: -2.40614 -0.74061 -1.96921
S: 1.74016 -2.10323 2.17380
C: 2.86355 -1.25487 1.17073
N: 3.47775 -0.13818 1.63668
C: 4.31884 0.62701 0.91940
C: 4.66368 0.26380 -0.34814
C: 4.07538 -0.89648 -0.88011
C: 3.19473 -1.64253 -0.14569
H: 3.10844 0.21256 2.52657
H: 4.66158 1.52950 1.40313
H: 5.33516 0.88018 -0.92544
H: 4.29090 -1.18488 -1.90120
H: 2.66564 -2.48742 -0.55796
Br: 0.71189 0.99675 3.35909

Entry 6:
This record from the OMol25 dataset describes a molecular structure, C13H13ClNO7Ti. The level of theory is the ωB97M-V functional and the def2-TZVPD basis.

## Properties
- charge = +1
- Kohn-Sham gap (eV) = 6.69
- HOMO energy (eV) = -12.06
- LUMO (eV) = -5.37

Geometry (Å):
Ti: -0.18505 0.70052 0.10616
O: 1.19919 1.90228 -0.39393
C: 2.00149 2.77975 0.37812
C: 1.12625 3.24185 1.49673
N: 0.26301 2.18297 2.00134
C: -1.00054 2.64158 2.58367
C: -2.21337 2.08627 1.80422
O: -3.30856 2.14839 2.27043
O: -1.88445 1.43250 0.66511
C: 0.94637 1.27548 2.94536
C: 1.51122 0.02415 2.22713
O: 2.60946 -0.37031 2.49647
O: 0.63526 -0.47887 1.31787
H: 1.61096 1.77872 -1.27824
H: 2.88726 2.23519 0.71317
H: 2.29843 3.62634 -0.27523
H: 1.72478 3.81299 2.18551
H: 0.45426 3.97859 1.02459
H: -1.14992 2.28962 3.59911
H: -0.97165 3.73805 2.68529
H: 1.74587 1.80334 3.47713
H: 0.20672 0.76392 3.60320
Cl: -1.56303 -6.59030 -3.34377
C: -1.11338 -4.91297 -3.15392
C: -1.99505 -3.82345 -3.51417
C: -1.65066 -2.54256 -3.13442
C: -0.43540 -2.21270 -2.51405
C: 0.33223 -3.27444 -2.08106
C: 0.05455 -4.62420 -2.44926
C: -0.23996 -0.83337 -1.84111
O: 0.77636 -0.08812 -1.75918
O: -1.27958 -0.47301 -1.09645
H: -2.98281 -4.04109 -3.93234
H: -2.33105 -1.71123 -3.35312
H: 1.16485 -3.10258 -1.45158
H: 0.75595 -5.36328 -2.00880

Entry 7:
This record from the OMol25 dataset describes a molecular structure, C13H13CoN4O2S2. The level of theory is the ωB97M-V functional and the def2-TZVPD basis.

## Properties
- charge = 0
- Kohn-Sham gap (spin up / spin down) (eV) = 7.82 / 7.18
- relative energy (zero: lowest compared OMol25 entry of this formula, charge and spin) (eV) = 2.877
- 2S+1 = 5
- HOMO energy (spin up / spin down) (eV) = -8.21 / -8.15
- LUMO (spin up / spin down) (eV) = -0.39 / -0.97

Geometry (Å):
Co: 0.95607 0.24850 0.97448
O: 0.93201 -1.24827 1.73929
N: -0.92473 4.44567 4.87182
C: -0.90426 3.29979 4.71666
N: -0.88990 1.96095 4.54599
C: -0.32945 1.46833 3.46412
N: 0.16368 1.02069 2.51202
O: 2.55689 0.87885 -0.59668
S: 1.83660 -0.35486 -1.07281
C: 2.52933 -0.78614 -2.71506
C: 3.08946 -2.19701 -2.61901
C: 3.71470 -2.29219 -1.23894
C: 2.64396 -1.79862 -0.28027
H: 3.31756 -0.06347 -2.93898
H: 1.74358 -0.70198 -3.46685
H: 3.81583 -2.39203 -3.41066
H: 2.28449 -2.93250 -2.71873
H: 4.60057 -1.65229 -1.18243
H: 4.02304 -3.31235 -1.00137
H: 3.04708 -1.50804 0.68688
H: 1.87074 -2.55538 -0.13191
S: -2.52573 -1.39419 -1.33856
C: -0.97260 -1.17791 -0.67753
N: -0.77569 -0.14773 0.10463
C: -2.00182 0.59240 0.18846
C: -2.26478 1.78861 0.88651
C: -3.52785 2.36071 0.84587
C: -4.55360 1.77237 0.11719
C: -4.33704 0.60702 -0.58871
C: -3.06420 0.03231 -0.54787
H: -0.18249 -1.88212 -0.89149
H: -1.49138 2.25461 1.44003
H: -3.71132 3.28007 1.39012
H: -5.53430 2.23464 0.09664
H: -5.13443 0.15156 -1.16282

Entry 8:
This record from the OMol25 dataset describes a molecular structure, C13H13CrN2O7. The level of theory is the ωB97M-V functional and the def2-TZVPD basis.

## Properties
- charge = -3
- Kohn-Sham gap (spin up / spin down) (eV) = 2.39 / 2.80
- relative energy (zero: lowest compared OMol25 entry of this formula, charge and spin) (eV) = 0.000
- 2S+1 = 5
- HOMO energy (spin up / spin down) (eV) = 3.84 / 3.36
- LUMO (spin up / spin down) (eV) = 6.23 / 6.16

Geometry (Å):
Cr: 0.93863 1.06019 0.20779
C: 1.60496 -1.39580 2.41503
O: 1.67490 -0.29779 1.63505
H: 0.81750 -2.12424 2.10101
H: 2.54389 -1.99828 2.39773
H: 1.40051 -1.18910 3.48668
C: 1.06621 3.64182 2.26855
O: 1.86877 4.64793 2.04952
O: 0.73884 2.81146 1.28612
O: 0.68031 3.42605 3.50177
C: 2.12078 2.27449 -1.81142
O: 0.92583 1.76237 -1.87248
O: 2.45428 3.43941 -2.26667
O: 2.60666 2.15337 -0.56256
N: 0.76041 -0.95695 -1.06157
C: -0.28773 -1.72383 -1.25601
C: -0.28339 -3.07268 -1.60612
C: 0.96727 -3.59237 -1.86604
C: 2.08873 -2.78881 -1.78143
C: 1.94555 -1.49029 -1.31530
H: -1.26130 -1.27653 -1.06186
H: -1.19535 -3.59862 -1.84342
H: 1.07937 -4.64187 -2.13571
H: 3.07580 -3.19868 -1.95111
H: 2.86769 -0.92990 -1.22813
N: -1.20234 1.03621 0.19678
C: -1.99536 1.25805 -0.91995
C: -3.35877 1.15671 -0.94429
C: -4.01053 0.72078 0.23368
C: -3.21897 0.37034 1.37113
C: -1.87034 0.57661 1.29833
H: -1.40962 1.61541 -1.76081
H: -3.96610 1.31217 -1.82918
H: -5.09572 0.63311 0.22011
H: -3.79346 0.14592 2.26276
H: -1.27789 0.23332 2.14206